A cluster of 2 separate species, C3H11NO2S in total. Source: the OMol25 dataset; level of theory: ωB97M-V with the def2-TZVPD basis set.

Values from the calculation:
Kohn-Sham gap	10.222	eV
LUMO energy	0.76	eV
DFT total energy	-19707.770	eV
F_max	5.8	eV Å⁻¹
energy above the lowest of the compared OMol25 structures with the same formula, charge and spin	40.5	kcal per mole
highest occupied orbital energy	-9.46	eV
total charge	0

Element x y z (Å)
C  -1.705  -0.187  0.183
O  -1.980  -1.552  -0.257
C  -0.393  0.318  -0.525
C  0.485  1.288  0.282
S  1.785  2.118  -0.661
N  0.385  -0.991  -0.910
H  -1.398  -0.061  1.309
H  -2.459  0.653  -0.021
H  -1.479  -1.945  -0.919
H  -0.760  0.740  -1.591
H  -0.037  2.215  0.719
H  0.702  0.671  1.160
H  2.660  1.762  0.215
H  1.124  -0.616  -1.543
H  0.913  -1.562  -0.181
H  -0.486  -2.103  1.250
H  -1.192  -2.982  2.191
O  -0.415  -2.478  2.096

Forces on atoms 1 to 2 (eV/Å):
2.33 1.09 0.19
-3.36 2.62 3.93